DFT (wB97M-V/def2-TZVPD) results for the ion C17H27N2O5 with charge -1.

Values from the calculation:
- SMILES: CCOCCOC[C@@H](NCCCNCc1ccccc1O)C(=O)[O-]
- Net charge: -1
- Frontier orbital gap: 6.43 eV
- LUMO energy: 2.3171 eV

Cartesian coordinates (Å):
C 5.52853 0.75740 1.15831
C 4.40067 1.45517 0.26418
O 3.77227 0.59000 -0.71158
C 2.90626 -0.38917 -0.09263
C 1.48889 0.23604 0.40666
O 1.51052 0.28073 1.84701
C 0.14624 0.25215 2.39892
C -0.59195 1.67039 2.15147
N -2.02141 1.55813 1.76878
C -2.21684 0.89894 0.45131
C -2.32072 1.90076 -0.79977
C -1.60500 1.22187 -2.10279
N -2.56567 0.56758 -3.03216
C -3.23481 -0.62417 -2.44424
C -2.25485 -1.68396 -1.75574
C -2.72891 -2.29411 -0.38736
C -1.90534 -3.31177 0.43635
C -0.51842 -3.72401 -0.15473
C -0.03855 -3.13921 -1.50325
C -0.87374 -2.12469 -2.33564
O -0.43067 -1.56959 -3.57624
C -0.58268 2.41303 3.60186
O 0.04360 3.49110 3.83988
O -1.30189 1.73857 4.59938
H 5.80780 1.43715 2.05128
H 5.23235 -0.24666 1.61193
H 6.51966 0.57771 0.59774
H 4.92762 2.28712 -0.34300
H 3.58128 1.98333 0.86279
H 3.42670 -0.97741 0.74270
H 2.67196 -1.16866 -0.91590
H 1.28349 1.26203 -0.08465
H 0.65481 -0.46096 0.00323
H 0.27737 0.00169 3.51305
H -0.39367 -0.63350 1.91274
H 0.02365 2.32477 1.44970
H -2.57934 1.05254 2.47299
H -3.23506 0.34894 0.51098
H -1.44686 0.09873 0.18766
H -3.39384 2.15298 -1.10676
H -1.71607 2.86265 -0.59308
H -0.69961 0.57349 -1.81547
H -1.16115 2.12121 -2.68314
H -2.14355 0.33355 -3.94111
H -4.04851 -0.27313 -1.72200
H -3.73859 -1.17810 -3.32712
H -3.73753 -1.95224 0.05118
H -2.27691 -3.71746 1.43513
H 0.16880 -4.45310 0.38610
H 0.98959 -3.43427 -1.92904
H 0.40010 -1.09355 -3.35595

=====

DFT (wB97M-V/def2-TZVPD) results for a cluster of 3 separate species, C17H30NO10P2S in total.

Values from the calculation:
- Net charge: +1
- Frontier orbital gap: 8.69 eV
- LUMO energy: -3.9046 eV

Cartesian coordinates (Å):
C 6.01184 -2.89485 1.56846
C 5.73704 -3.25901 0.03861
O 6.31946 -4.28253 -0.42347
O 4.93578 -2.51514 -0.87401
C 3.92319 -1.71778 -0.20902
C 2.63803 -1.70128 -1.22472
C 1.67430 -2.91896 -0.70782
P 0.63812 -2.47749 0.80532
C -1.16347 -3.03594 0.65036
C -1.38442 -4.11031 -0.54612
N -0.57896 -5.17084 -0.58062
C 0.63072 -0.64812 1.25926
C -0.33047 0.25114 0.33703
O 0.00289 0.70414 -0.79244
O -1.66053 0.50287 0.84936
P 1.52476 -3.56281 2.52729
S 1.39724 -2.56076 4.19427
H 7.03112 -3.31030 1.91726
H 5.22677 -3.47341 2.19628
H 5.88193 -1.79011 1.82190
H 3.53212 -2.15456 0.77094
H 4.28749 -0.63685 -0.13904
H 2.13625 -0.67852 -1.16837
H 2.98579 -1.99668 -2.27866
H 1.06788 -3.35702 -1.56802
H 2.41051 -3.75420 -0.38204
H -1.91533 -2.19270 0.50077
H -1.41579 -3.60001 1.62194
H -2.20650 -3.97736 -1.33728
H -0.92563 -5.68644 -1.42262
H 0.20367 -0.57833 2.33574
H 1.71217 -0.28887 1.32355
H -2.27467 -0.03794 0.29386
H 0.77360 -4.79485 2.60160
H 2.90410 -3.88105 2.25350
C -2.09646 1.97864 -2.49560
C -3.04178 2.54062 -3.53517
C -4.15553 1.60928 -3.91387
O -4.47540 2.04332 -5.22971
C -3.33336 2.58179 -5.74839
O -3.18590 2.88048 -6.89613
O -2.38080 2.72973 -4.78166
H -1.23038 2.63335 -2.37423
H -2.59485 1.87214 -1.52895
H -1.70962 1.00212 -2.79966
H -3.42360 3.51472 -3.20810
H -5.02137 1.69922 -3.25487
H -3.84945 0.55880 -3.96274
C -2.17069 5.86215 1.82653
C -1.95397 4.40819 2.18371
C -1.93049 4.14009 3.65852
O -1.13733 2.95905 3.73422
C -0.30275 2.98470 2.65913
O 0.62780 2.24059 2.50335
O -0.65815 3.96640 1.78565
H -2.02697 6.01663 0.75419
H -3.17835 6.18580 2.09668
H -1.44786 6.50604 2.33503
H -2.69258 3.78146 1.67060
H -2.92612 3.96634 4.07034
H -1.43504 4.92522 4.23813

=====

DFT (wB97M-V/def2-TZVPD) results for a structure of composition C25H42BCl2N6Tc.

Values from the calculation:
- Multiplicity: 4
- Expectation value of S²: 3.77
- Net charge: +3
- Frontier orbital gap (alpha / beta): 9.05 / 4.79 eV
- LUMO energy (alpha / beta): -8.9487 / -13.4292 eV

Cartesian coordinates (Å):
Tc -0.01567 -0.58367 -0.71206
C 0.04455 3.35105 3.01519
C 0.04029 2.84147 1.61803
C 0.04250 3.59230 0.46479
C 0.03001 2.69074 -0.60573
N 0.02149 1.43138 -0.09130
N 0.03044 1.53650 1.28294
B -0.02134 0.28327 2.24540
N 1.22524 -0.54340 1.88689
N 1.44366 -0.75291 0.56483
C 2.70826 -1.25004 0.38374
C 3.25792 -1.41392 1.63128
C 2.30696 -0.94211 2.56228
C 2.41988 -0.85210 4.03467
C 3.29480 -1.37569 -1.00534
C 2.39746 -0.61163 -1.99098
C 4.65579 -0.65469 -0.99276
C 3.50314 -2.83101 -1.43766
N -1.29920 -0.48273 1.85946
N -1.50663 -0.73142 0.53948
C -2.79231 -1.18259 0.35960
C -3.35646 -1.29944 1.60493
C -2.40440 -0.83153 2.53126
C -2.53176 -0.70282 4.00105
C -3.39656 -1.32657 -1.01828
C -2.50183 -0.57946 -2.01694
C -3.63389 -2.78939 -1.40601
C -4.75146 -0.59597 -1.01483
C 0.02120 3.12584 -2.06457
C -1.22826 2.60129 -2.78115
C 1.25973 2.60222 -2.80195
C 0.02086 4.65674 -2.12152
H 0.05396 4.43656 3.00914
H 0.92244 2.99964 3.55813
H -0.83999 3.01586 3.55705
H 0.05261 4.66266 0.40309
H -0.02083 0.63462 3.37287
H 4.24499 -1.77368 1.86766
H 3.41467 -1.15399 4.35161
H 1.69157 -1.50892 4.51433
H 2.23582 0.16408 4.38328
H 2.37043 0.45351 -1.74450
H 1.37535 -1.06241 -2.11442
H 2.75815 -0.68892 -3.01840
H 4.56840 0.36905 -0.62708
H 5.06735 -0.62999 -2.00120
H 5.36419 -1.18767 -0.36050
H 2.56295 -3.35855 -1.61563
H 4.08064 -3.37639 -0.69165
H 4.06703 -2.85668 -2.36935
H -4.35720 -1.61898 1.83791
H -3.54044 -0.96365 4.30977
H -2.31897 0.31457 4.32887
H -1.83418 -1.37009 4.51014
H -1.47148 -1.00812 -2.14358
H -2.47740 0.48532 -1.78341
H -2.86099 -0.67520 -3.04336
H -2.71862 -3.35393 -1.51975
H -4.17811 -2.83003 -2.34986
H -4.24293 -3.28239 -0.64968
H -4.65663 0.43517 -0.67490
H -5.45973 -1.10980 -0.36688
H -5.17049 -0.59310 -2.02021
H -1.15977 1.52410 -2.94244
H -1.28918 3.05785 -3.76869
H -2.14827 2.84190 -2.24531
H 1.20017 1.52207 -2.95500
H 2.18742 2.85373 -2.28544
H 1.29874 3.05460 -3.79243
H -0.86417 5.08261 -1.65026
H 0.01402 4.96739 -3.16597
H 0.91259 5.08230 -1.66302
Cl 0.07241 -3.06116 -1.20224
C 0.49025 -4.09418 0.25512
Cl -0.57622 -3.82514 1.60202
H 1.51374 -3.84939 0.50979
H 0.38131 -5.10490 -0.13040

=====

DFT (wB97M-V/def2-TZVPD) results for the molecule C5H8O2.

Values from the calculation:
- SMILES: C/C(=C/C=O)CO
- Net charge: 0
- Frontier orbital gap: 10.00 eV
- ΔE to the lowest compared entry with this formula, charge and spin: 27.4 kcal/mol
- LUMO energy: -0.0381 eV

Cartesian coordinates (Å):
C -1.21830 1.51108 0.18397
C -0.24963 0.36897 0.07383
C -0.28818 -0.67350 1.17852
O 0.97459 -1.06821 1.63210
C 0.57381 0.30381 -0.99070
C 1.29266 -0.88165 -1.45883
O 1.46112 -1.93696 -0.86608
H -1.01817 2.12499 1.06869
H -1.18867 2.14509 -0.70666
H -2.24075 1.12276 0.28598
H -0.88937 -1.53500 0.83688
H -0.81113 -0.24435 2.04095
H 0.60955 1.14982 -1.67384
H 1.63472 -0.79720 -2.50803
H 1.35775 -1.58964 0.90321

=====

DFT (wB97M-V/def2-TZVPD) results for a structure of composition C46H35AuCl3N2O6P2S.

Values from the calculation:
- Net charge: +1
- Frontier orbital gap: 4.23 eV
- ΔE to the lowest compared entry with this formula, charge and spin: 10.0 kcal/mol
- LUMO energy: -6.2118 eV

Cartesian coordinates (Å):
Au -0.96438 -0.89320 0.54505
O 2.63256 2.27976 -4.13231
C 1.97159 1.97551 -3.18634
C 0.51558 1.51644 -3.20016
O -0.16493 1.39534 -4.18050
C 0.15217 1.13211 -1.79619
C 1.37704 1.19435 -0.97445
O 1.50416 0.64259 0.10837
C 2.47087 1.86207 -1.74539
O 3.50898 2.28348 -1.32042
O -0.96156 0.77468 -1.41260
C 0.14285 -4.15360 0.40336
P 0.68095 -2.41020 0.11635
C 1.40107 -2.51498 -1.53650
C 2.57019 -3.24602 -1.75321
C 3.07148 -3.37297 -3.03746
C 2.39873 -2.80017 -4.11034
C 1.20447 -2.12774 -3.90445
C 0.70521 -1.98014 -2.61855
C 1.93493 -2.26809 1.41647
C 3.29384 -2.03885 1.24857
C 4.11036 -1.95467 2.36702
C 3.58005 -2.07780 3.64115
C 2.21447 -2.26181 3.81327
C 1.39537 -2.35031 2.70369
P -1.71413 -4.22034 0.39010
C -2.09900 -3.66943 -1.31114
C -1.51067 -4.24733 -2.43502
C -1.94414 -3.88702 -3.69937
C -2.98805 -2.98403 -3.85098
C -3.57395 -2.40484 -2.73694
C -3.12070 -2.73666 -1.46846
C -1.92804 -6.02615 0.15964
C -1.03892 -6.92858 0.74240
C -1.17795 -8.28900 0.51647
C -2.22480 -8.76037 -0.25985
C -3.13573 -7.87014 -0.80962
C -2.99584 -6.50877 -0.59732
H 0.48528 -4.43481 1.39890
H 0.58180 -4.82912 -0.33311
H 3.07535 -3.71778 -0.92040
H 3.98581 -3.92562 -3.20535
H 2.80757 -2.88039 -5.10797
H 0.65819 -1.71144 -4.74001
H -0.23929 -1.47664 -2.45771
H 3.71656 -1.92631 0.25990
H 5.16811 -1.77156 2.23871
H 4.22704 -2.00667 4.50433
H 1.79409 -2.33086 4.80716
H 0.32333 -2.47643 2.82448
H -0.72571 -4.98575 -2.32448
H -1.47830 -4.32895 -4.56995
H -3.35224 -2.74169 -4.83996
H -4.40222 -1.72134 -2.84816
H -3.58023 -2.29913 -0.58928
H -0.23036 -6.57536 1.36789
H -0.46838 -8.97784 0.95395
H -2.33684 -9.82273 -0.42469
H -3.95995 -8.23880 -1.40473
H -3.70376 -5.81742 -1.03676
Cl -7.28678 -1.35627 -2.96761
C -6.84185 -0.06821 -1.90719
C -5.70874 0.68376 -2.16823
C -5.36035 1.70282 -1.30016
C -6.12576 2.00596 -0.17968
C -5.66926 3.11240 0.74909
C -5.14498 2.52405 2.08246
N -3.82220 1.95334 1.93077
C -2.64182 2.57420 2.25110
C -1.64725 1.70873 1.91995
N -2.20980 0.56732 1.40279
C -3.51726 0.75342 1.41517
O -6.69273 4.02950 1.05625
C -6.50686 5.34448 0.54509
C -5.18695 5.94341 0.94821
C -4.82178 6.18906 2.24221
Cl -5.78778 5.95990 3.63402
S -3.20205 6.77643 2.37595
C -3.00380 6.68501 0.67465
C -4.12217 6.23313 0.05076
C -7.27730 1.24490 0.04942
Cl -8.30199 1.56779 1.40148
C -7.62996 0.20737 -0.80126
H -5.10941 0.48868 -3.04536
H -4.46381 2.27421 -1.50638
H -4.83523 3.63276 0.26537
H -5.83227 1.76154 2.44509
H -5.10082 3.33336 2.80990
H -2.60553 3.56006 2.67872
H -0.58208 1.81381 2.02094
H -4.24622 0.04587 1.06153
H -7.33338 5.91864 0.96465
H -6.58865 5.35085 -0.54789
H -2.06299 6.96811 0.23489
H -4.20451 6.11685 -1.01990
H -8.51498 -0.37956 -0.60369

=====

| no. | maximum force (hartree/bohr) |
| --- | --- |
| 1 | 0.1104 |
| 2 | 0.1118 |
| 3 | 0.0820 |
| 4 | 0.0091 |
| 5 | 0.0671 |